Record 1
DFT (wB97M-V/def2-TZVPD) results for a cluster of 9 separate species, C41H107N9O9 in total.

Each line ends with the Löwdin charge.
Element x y z (Å)
O 8.24 -2.98 -37.95  -0.215
O 5.59 2.40 -34.00  -0.024
O 13.61 9.52 -33.14  -0.194
O -1.86 -5.53 -41.48  -0.177
O -4.37 3.65 -31.32  -0.214
O 4.17 -9.57 -32.20  -0.234
O 7.75 -2.51 -23.03  -0.169
O 5.42 5.29 -23.06  -0.205
O 13.97 1.48 -26.91  -0.193
N -0.13 -5.41 -38.30  -0.004
N 10.93 7.00 -34.18  0.022
N 15.43 -0.88 -27.58  0.043
N 5.68 -7.83 -30.05  0.007
N 10.12 -1.13 -40.78  0.016
N -6.76 4.88 -29.84  0.028
N 1.86 5.22 -22.22  0.020
N 8.39 -5.11 -24.62  0.027
N 5.16 1.45 -33.10  -0.128
C 13.67 2.89 -26.81  -0.093
C 4.43 -10.24 -33.41  -0.114
C -7.14 6.42 -31.64  -0.068
C 9.23 -3.98 -24.40  -0.473
C 3.17 0.83 -34.21  -0.071
C 8.81 -2.70 -39.24  -0.142
C 7.27 -3.99 -37.97  -0.134
C 4.34 -7.83 -30.48  -0.431
C 6.20 1.21 -32.12  -0.492
C 14.16 1.03 -28.27  -0.232
C 3.01 3.65 -23.83  -0.057
C 9.88 -1.50 -39.37  -0.399
C 12.14 7.89 -34.33  -0.378
C -5.05 4.93 -31.70  -0.138
C 15.33 -0.41 -29.98  -0.040
C 3.09 4.70 -22.67  -0.443
C -0.89 -5.99 -40.42  -0.134
C 8.33 -1.91 -21.94  -0.138
C 9.41 -0.18 -38.89  -0.116
C 3.65 1.39 -32.88  -0.481
C 8.54 -2.65 -24.20  -0.196
C 13.97 10.13 -31.95  -0.140
C 6.33 6.26 -23.68  -0.059
C 12.36 8.79 -33.09  -0.181
C 12.00 8.74 -35.65  -0.068
C 6.62 2.46 -31.33  -0.048
C -0.75 -4.80 -39.42  -0.428
C 10.21 -3.97 -25.59  -0.071
C -1.81 -6.33 -42.61  -0.170
C 4.37 0.26 -30.69  -0.157
C 4.34 -8.13 -32.03  -0.141
C -6.57 5.03 -31.25  -0.430
C -4.83 2.47 -32.01  -0.118
C 0.23 -3.59 -39.75  -0.039
C 3.42 0.11 -31.96  -0.112
C 7.51 0.72 -32.90  -0.023
C 4.09 5.78 -23.18  -0.233
C 15.33 0.15 -28.51  -0.494
C 5.82 0.03 -31.16  -0.121
C 3.74 -6.45 -30.07  -0.053
C 2.94 2.62 -32.38  -0.012
H 7.68 -5.32 -23.95  0.075
H 8.80 -0.33 -38.00  0.072
H 7.96 -2.50 -39.89  0.121
H -0.70 -6.22 -38.13  0.068
H 11.49 9.44 -32.99  0.123
H 7.79 -4.87 -38.35  0.077
H 12.23 8.30 -36.62  0.066
H 5.48 2.00 -34.86  0.096
H 8.99 -5.92 -24.61  0.072
H 5.98 -8.80 -30.02  0.079
H -4.37 1.57 -31.60  0.079
H 15.78 -0.41 -26.76  0.076
H 2.42 3.98 -24.68  0.075
H -0.11 -2.87 -40.50  0.066
H 13.01 7.26 -34.50  0.128
H 7.53 2.22 -30.78  0.072
H 9.29 -1.87 -24.29  0.123
H 12.52 9.69 -35.62  0.066
H 7.30 5.98 -23.28  0.086
H 3.50 -7.71 -32.58  0.114
H 5.27 -7.73 -32.44  0.117
H -7.08 4.28 -31.86  0.121
H 2.06 5.84 -21.44  0.076
H 10.95 9.00 -35.80  0.060
H 7.01 -4.27 -36.95  0.088
H 8.52 0.15 -39.43  0.089
H -1.25 -6.90 -39.95  0.115
H 9.45 -3.58 -39.37  0.116
H 6.49 0.00 -30.31  0.118
H 4.19 1.20 -30.18  0.100
H 1.15 4.53 -22.01  0.077
H 9.37 -2.16 -21.75  0.087
H -0.36 -4.74 -37.58  0.078
H 4.11 -0.51 -29.96  0.097
H 5.52 -10.21 -33.47  0.084
H 11.08 -1.32 -41.01  0.065
H 7.87 -2.45 -21.11  0.087
H 3.40 -0.18 -34.56  0.087
H 5.72 -7.60 -29.07  0.071
H -5.88 2.21 -31.92  0.076
H 0.25 -3.00 -38.84  0.057
H 5.90 2.82 -30.60  0.073
H -6.38 5.68 -29.34  0.076
H 4.03 6.72 -22.64  0.111
H 9.91 -0.14 -40.87  0.050
H 5.83 -0.89 -31.76  0.110
H -1.79 -4.61 -39.15  0.135
H -5.12 4.94 -32.79  0.106
H 16.35 -0.75 -30.17  0.069
H 8.40 0.55 -32.29  0.081
H 3.85 -8.67 -29.99  0.129
H -4.37 5.74 -31.43  0.117
H 2.36 0.32 -31.82  0.101
H 10.83 -4.87 -25.60  0.070
H 9.91 -4.27 -23.59  0.129
H 2.83 3.14 -33.33  0.084
H 16.16 0.82 -28.30  0.143
H 12.36 8.14 -32.21  0.117
H -7.96 6.69 -30.98  0.073
H -6.29 4.09 -29.44  0.069
H 14.13 1.81 -29.03  0.125
H 2.48 2.73 -23.60  0.062
H 3.72 6.00 -24.18  0.120
H 7.11 3.26 -31.89  0.082
H 14.62 -1.20 -30.23  0.076
H 3.45 1.45 -35.06  0.069
H 11.06 -3.32 -25.40  0.075
H 4.01 -9.64 -34.21  0.079
H 2.66 -6.45 -29.93  0.072
H 10.85 -1.71 -38.91  0.133
H 0.10 -6.22 -40.82  0.121
H 13.19 10.84 -31.66  0.086
H -0.78 -6.36 -42.97  0.078
H 10.25 0.50 -38.70  0.093
H -7.59 6.36 -32.63  0.069
H 8.13 -0.84 -21.85  0.089
H 12.64 2.97 -27.15  0.085
H 6.00 7.23 -23.30  0.079
H 3.98 3.25 -24.10  0.075
H 7.93 -2.49 -25.09  0.130
H 14.87 10.69 -32.20  0.091
H 2.10 0.91 -34.41  0.084
H -2.41 -6.04 -43.47  0.083
H 9.66 -3.90 -26.53  0.084
H 14.16 9.43 -31.14  0.086
H 4.10 -5.63 -30.69  0.074
H 10.13 7.60 -34.25  0.054
H 3.50 4.25 -21.76  0.128
H 10.84 6.32 -34.92  0.063
H -4.49 2.54 -33.04  0.083
H 6.21 6.08 -24.75  0.089
H 1.97 2.45 -31.90  0.091
H 3.47 -0.86 -32.44  0.107
H 13.26 0.42 -28.39  0.128
H 14.32 3.62 -27.29  0.082
H 4.03 -11.25 -33.50  0.085
H 6.38 -3.88 -38.60  0.085
H -2.04 -7.39 -42.58  0.078
H 15.24 0.42 -30.69  0.065
H 14.50 -1.16 -27.30  0.077
H 3.68 3.18 -31.80  0.083
H -6.44 7.24 -31.69  0.071
H 4.17 -6.07 -29.14  0.063
H 7.63 1.36 -33.78  0.068
H 7.19 -0.24 -33.31  0.069
H 1.30 -3.74 -39.87  0.073
H 13.75 3.15 -25.75  0.081

Results
SMILES	CC1(C)CCCC(C)(C)N1O.COC[C@H](C)N.COC[C@H](C)N.COC[C@H](C)N.COC[C@H](C)N.COC[C@H](C)N.COC[C@H](C)N.COC[C@H](C)N.COC[C@H](C)N
energy relative to the best compared isomer or geometry (same formula, charge and spin)	137.8	kcal/mol
gap between HOMO and LUMO	8.4	eV

---

Record 2
DFT (wB97M-V/def2-TZVPD) results for an isolated molecule of C4H6FNOS.

Each line ends with the natural charge from an NBO analysis.
Element x y z (Å)
S -0.05 -2.00 -0.19  0.259
F -1.32 0.74 -2.07  -0.372
O 1.67 -0.34 0.88  -0.476
N -0.27 0.65 -0.04  -0.583
C 0.53 -0.41 0.25  0.430
C -1.41 0.27 -0.77  0.324
C 2.14 0.96 1.23  -0.256
C -1.59 -1.27 -0.83  -0.571
H -2.31 0.76 -0.36  0.164
H 1.42 1.46 1.87  0.202
H 3.08 0.80 1.75  0.198
H -1.75 -1.60 -1.85  0.249
H -2.42 -1.59 -0.20  0.230
H 2.29 1.56 0.33  0.202

Results
SMILES	COC1=N[C@@H](F)CS1
energy relative to the best compared isomer or geometry (same formula, charge and spin)	18.2	kcal/mol
gap between HOMO and LUMO	10.0	eV

---

Record 3
DFT (wB97M-V/def2-TZVPD) results for a structure of composition C14H14BDyNO2.

Each line ends with the Löwdin spin population.
Element x y z (Å)
Dy 0.20 0.33 -1.48  5.071
O -0.52 0.91 2.13  0.000
O -0.49 -1.37 1.90  -0.001
N 1.86 1.52 -1.96  -0.005
C 0.28 -2.24 -1.69  -0.009
C -0.81 0.12 5.70  0.000
C -0.72 0.34 3.33  -0.001
C 0.17 2.42 -2.71  -0.013
C -0.79 -1.28 5.56  0.000
C 1.40 -0.98 -3.28  -0.013
C -0.70 -1.04 3.20  -0.001
C 0.95 2.85 -3.74  0.000
C -0.79 0.94 4.56  0.000
C -1.15 2.19 -2.40  -0.003
C 0.00 -0.96 -3.60  -0.008
C -0.76 -1.87 4.29  0.000
C -0.68 -1.74 -2.60  -0.002
C 1.58 -1.81 -2.13  -0.009
B -0.43 -0.16 1.16  -0.012
H 0.62 3.21 -4.76  0.000
H -0.75 -2.94 4.11  0.000
H 2.04 2.72 -3.65  0.000
H 2.19 -0.51 -3.86  0.000
H 2.54 -2.07 -1.67  0.000
H -1.76 -1.91 -2.56  0.001
H -1.78 1.54 -3.05  0.002
H -0.84 0.58 6.69  0.000
H 0.09 -2.84 -0.80  0.000
H -0.44 -0.47 -4.47  0.000
H -0.80 2.02 4.60  0.000
H -0.81 -1.93 6.44  0.000
H -1.72 2.64 -1.58  0.001
H 2.84 1.78 -1.66  0.001

Results
net charge	-1
<S²>	9.34
2S+1	6
energy relative to the best compared isomer or geometry (same formula, charge and spin)	39.8	kcal/mol
gap between HOMO and LUMO (alpha / beta)	6.5 / 6.6	eV

---

Record 4
DFT (wB97M-V/def2-TZVPD) results for a structure of composition C33H28EuF4N5O9PSb.

Each line ends with the Löwdin spin population.
Element x y z (Å)
Eu -0.01 -0.28 1.65  7.016
Sb 0.71 1.96 -1.80  0.001
P 1.82 -3.47 0.96  0.001
F 3.46 6.82 -4.72  0.000
F 5.29 1.55 2.52  0.000
F 2.24 -3.12 -5.25  0.000
F -5.81 3.92 -1.31  0.000
O -4.52 -5.71 2.05  0.000
O -4.45 -4.45 0.28  0.000
O -1.36 -1.09 0.03  -0.012
O -0.85 2.48 3.29  0.001
O 1.49 -1.99 0.98  -0.005
O -1.46 1.69 1.29  -0.008
O -7.36 1.70 -0.31  0.000
O -5.04 2.02 3.57  0.000
O -2.99 -2.48 -0.64  0.002
N 1.19 -1.66 4.96  0.002
N -4.11 2.94 1.66  0.000
N -1.59 -3.03 3.67  0.000
N -1.44 -2.24 2.56  -0.005
N -6.32 2.11 1.70  0.000
C 1.64 3.62 -2.90  0.001
C 2.18 4.62 -2.12  0.000
C -2.22 -2.07 0.23  0.002
C 3.11 2.27 1.94  0.002
C 1.99 1.38 -0.06  -0.001
C 4.18 0.51 0.68  0.001
C -2.88 3.36 2.35  0.000
C 4.19 1.42 1.75  0.002
C 1.90 -1.99 -4.54  0.000
C 0.51 -0.82 -3.00  0.000
C -2.57 -3.94 3.45  0.001
C 2.78 5.80 -4.11  0.000
C 3.08 0.51 -0.22  0.001
C 2.38 0.27 -3.98  0.000
C -1.63 2.38 2.32  0.000
C 1.98 2.12 1.13  0.001
C 2.83 5.70 -2.74  0.000
C 1.34 0.30 -3.09  0.000
C -4.25 3.37 0.37  0.000
C -4.03 -4.74 1.50  0.000
C -3.02 -3.83 2.14  0.000
C 0.67 -4.53 0.01  0.000
C 1.10 -0.95 4.02  -0.007
C -2.22 -2.71 1.61  0.002
C 1.99 -4.18 2.62  0.000
C 2.21 4.83 -4.93  0.000
C -5.47 3.18 -0.23  0.000
C 0.83 -2.03 -3.68  0.000
C -5.15 2.39 2.43  0.000
C 1.66 3.72 -4.26  0.000
C -6.50 2.25 0.33  0.000
C 3.42 -3.60 0.14  0.000
C 2.69 -0.85 -4.72  0.000
H 2.99 1.17 -4.07  0.000
H 2.13 4.86 -6.00  0.000
H 1.00 -4.41 3.05  0.000
H 2.99 -0.21 -1.03  0.000
H 0.93 -5.56 0.00  0.000
H -0.36 -4.42 0.37  0.000
H -2.94 -4.63 4.20  0.000
H 2.49 -3.49 3.30  0.000
H -0.90 -2.82 4.37  0.000
H 1.12 2.66 1.49  0.000
H 0.24 -2.94 -3.43  0.000
H 4.21 -3.26 0.83  0.000
H -3.43 3.85 -0.15  0.000
H 2.12 4.59 -1.03  0.000
H 1.31 2.88 -4.88  0.000
H -3.11 3.54 3.40  0.000
H 3.44 -2.94 -0.73  0.000
H -2.58 4.30 1.87  0.000
H 3.09 2.98 2.77  0.000
H -0.34 -0.81 -2.30  0.000
H 0.75 -4.18 -1.03  0.000
H 3.42 6.42 -2.11  0.000
H 3.66 -4.60 -0.21  0.000
H 3.56 -0.87 -5.38  0.000
H -6.96 1.50 2.21  0.000
H -3.94 -3.70 -0.15  0.000
H 4.96 -0.21 0.52  0.000
H 2.55 -5.13 2.57  0.000

Results
net charge	-1
<S²>	15.76
2S+1	8
energy relative to the best compared isomer or geometry (same formula, charge and spin)	1.5	kcal/mol
gap between HOMO and LUMO (alpha / beta)	5.9 / 8.3	eV

---

Record 5
DFT (wB97M-V/def2-TZVPD) results for a cluster of 3 separate species, C14H34ClO2PS in total.

Each line ends with the natural charge from an NBO analysis.
Element x y z (Å)
Cl -1.50 4.58 4.95  -0.089
S 1.87 1.67 6.29  -0.043
P 0.51 0.39 2.82  0.549
O -1.51 0.94 -0.40  -0.545
O -0.05 -3.06 -4.22  -0.539
C -2.20 0.19 -1.40  -0.064
C -1.45 1.90 4.37  -0.448
C -0.28 1.52 -0.81  -0.062
C 1.33 2.05 2.58  -0.703
C -0.41 2.54 -1.92  -0.645
C -0.57 -4.03 -5.10  -0.063
C -1.42 -0.99 -1.93  -0.644
C -1.80 3.26 3.78  -0.347
C 2.33 -3.56 -4.63  -0.645
C 1.20 -3.36 -3.63  -0.064
C 1.90 2.90 3.72  -0.423
C 2.75 2.16 4.77  -0.513
C -1.23 0.83 3.29  -0.706
C -0.81 -5.39 -4.46  -0.645
H -2.51 0.85 -2.22  0.158
H 2.17 -4.43 -5.26  0.203
H -1.12 -1.65 -1.12  0.213
H 1.12 3.47 4.22  0.214
H 0.07 -4.14 -5.98  0.159
H -1.46 -5.29 -3.59  0.213
H 2.56 3.64 3.26  0.212
H -0.75 2.09 -2.86  0.206
H -1.20 3.48 2.90  0.203
H 0.56 3.01 -2.11  0.214
H -1.12 3.32 -1.64  0.211
H -0.56 1.99 5.00  0.227
H 3.60 2.76 5.06  0.218
H -2.85 3.32 3.51  0.216
H 0.10 2.00 0.09  0.179
H 0.11 -5.86 -4.14  0.204
H 2.13 1.87 1.85  0.224
H -3.10 -0.15 -0.89  0.185
H -1.30 -6.05 -5.17  0.216
H -2.26 1.59 5.04  0.213
H -1.68 -0.11 3.60  0.237
H -1.52 -3.61 -5.44  0.187
H -0.53 -0.69 -2.48  0.205
H 0.97 0.13 4.13  -0.045
H 1.42 -2.50 -2.99  0.187
H 1.26 2.85 6.48  0.122
H 3.27 -3.70 -4.09  0.216
H 2.43 -2.68 -5.27  0.212
H 0.59 2.66 2.04  0.221
H 0.45 0.74 -1.08  0.165
H 3.14 1.23 4.35  0.220
H -1.73 1.10 2.35  0.238
H -2.03 -1.56 -2.63  0.223
H 1.12 -4.23 -2.97  0.161

Results
SMILES	SCCCPCCCCl.CCOCC.CCOCC
gap between HOMO and LUMO	9.4	eV

---

Record 6
DFT (wB97M-V/def2-TZVPD) results for a cluster of 15 separate species, C20H33Cl28O5P in total.

Each line ends with the Löwdin charge.
Element x y z (Å)
Cl -8.06 -4.04 6.69  0.539
Cl -5.88 0.04 2.89  0.511
Cl -0.47 4.45 -8.79  0.531
Cl -5.40 -2.86 3.74  0.495
Cl -0.43 5.43 -12.13  0.580
Cl 3.94 -4.93 2.75  0.493
Cl 2.60 -0.22 4.81  0.519
Cl -9.24 0.39 5.20  0.505
Cl -2.44 6.87 -10.57  0.509
Cl -10.63 -3.55 7.98  0.508
Cl 2.71 -1.10 -1.11  0.530
Cl 1.33 2.23 -9.37  0.517
Cl 5.17 -0.76 3.51  0.534
Cl 4.56 3.32 3.27  0.541
Cl 7.09 -5.96 5.68  0.498
Cl -6.20 -5.40 2.55  0.501
Cl 3.03 -7.71 2.70  0.520
Cl -1.60 -3.93 -1.24  0.529
Cl 6.01 -8.66 5.93  0.500
Cl 6.65 9.98 9.61  0.498
Cl 3.77 10.49 9.56  0.496
Cl 4.06 2.56 0.49  0.499
Cl -4.47 -3.42 -1.36  0.500
Cl -4.74 -1.00 0.41  0.495
Cl 1.93 -3.30 0.64  0.513
Cl -6.56 -0.10 6.26  0.493
Cl 4.29 7.34 6.01  0.521
Cl 6.84 6.80 4.68  0.507
P 2.72 -0.70 -5.13  0.856
O 3.32 0.62 -4.32  -0.299
O -1.19 -1.71 -5.44  0.098
O 2.96 -0.33 -6.74  -0.280
O 0.10 -2.84 -3.90  0.169
O -2.45 0.09 -4.76  0.237
C -7.96 -0.81 5.43  -1.081
C 4.11 -6.51 1.97  -1.010
C 5.63 -6.95 5.74  -1.035
C -0.06 -1.97 -4.66  -0.436
C -0.03 0.24 -5.26  -0.117
C -9.78 -4.45 6.72  -1.010
C -0.70 2.34 -6.25  0.013
C 3.44 -1.14 3.55  -1.020
C 5.19 10.02 8.62  -1.042
C 2.15 -2.77 -1.03  -1.010
C 0.23 1.65 -5.61  -0.110
C 5.17 2.45 1.86  -1.021
C -5.03 -4.08 2.52  -1.015
C 0.85 -0.76 -5.03  -0.163
C -1.55 6.80 -12.09  -0.984
C 0.15 3.36 -10.03  -1.061
C 5.11 6.42 4.74  -1.053
C -3.03 -3.89 -2.27  -0.991
C -5.43 0.41 1.22  -0.975
C -1.45 -0.37 -5.08  -0.397
H -10.21 -4.21 5.76  0.029
H -4.70 1.21 1.22  0.028
H -2.26 6.69 -12.90  0.027
H -7.65 -1.18 4.46  -0.051
H -0.99 7.71 -12.21  0.029
H 3.31 0.35 -3.38  -0.010
H 1.20 -2.84 -1.54  -0.020
H -4.04 -4.48 2.72  0.032
H -1.57 1.81 -6.65  0.085
H 3.00 -0.88 2.59  0.009
H -6.32 0.72 0.68  0.030
H 3.85 -6.41 0.92  0.024
H 5.31 1.41 2.12  -0.050
H -5.05 -3.61 1.54  -0.045
H 2.88 -3.41 -1.51  0.037
H 0.62 3.95 -10.81  -0.075
H -9.88 -5.51 6.92  0.024
H -0.67 3.43 -6.34  0.029
H 1.16 2.15 -5.32  0.117
H 5.02 9.03 8.20  -0.025
H 5.07 -6.81 4.82  -0.033
H 4.66 6.67 3.78  0.024
H 3.32 -2.20 3.75  -0.010
H 4.99 5.36 4.94  -0.034
H -2.87 -3.17 -3.07  0.018
H 5.13 -6.85 2.07  0.029
H 5.33 10.74 7.82  0.026
H -8.34 -1.62 6.03  -0.053
H 5.02 -6.63 6.58  0.030
H 2.09 -0.30 -7.18  0.042
H -0.68 2.80 -10.45  0.031
H -3.19 -4.88 -2.69  0.031
H 6.13 2.89 1.57  0.031

Results
gap between HOMO and LUMO	7.9	eV